Arrangement A

Entry from the OMol25 dataset: 2 unconnected molecules or ions with the total composition C6H14N2 (wB97M-V/def2-TZVPD).

As for the HOMO energy: -7.13 eV. The LUMO energy comes out at 0.9 eV. The molar mass is 114.19 g/mol. The calculation puts the gap between HOMO and LUMO at 0.295 Ha. As for the total charge: 0.

Last column: natural (NBO) charge in e.
Atoms and positions in Å:
C 1.597 -0.056 0.377  0.16
C -1.615 -0.299 -1.181  -0.43
C -2.193 -0.040 0.176  -0.42
C -2.881 0.491 -1.048  -0.42
C 2.231 -0.788 -0.756  -0.64
C 1.726 1.426 0.491  -0.67
N 0.937 -0.713 1.294  -0.19
N 0.370 -0.183 2.340  -0.68
H 0.880 -1.729 1.130  0.37
H -0.122 -0.891 2.878  0.32
H -0.718 0.236 -1.456  0.21
H -1.675 -1.299 -1.596  0.21
H -2.665 -0.861 0.691  0.21
H -1.692 0.651 0.821  0.23
H -3.809 0.034 -1.364  0.21
H -2.839 1.559 -1.228  0.21
H 2.078 -1.864 -0.664  0.21
H 2.650 1.704 1.002  0.23
H 1.813 -0.466 -1.713  0.22
H 3.298 -0.600 -0.784  0.22
H 0.896 1.800 1.083  0.25
H 1.732 1.890 -0.493  0.21

Arrangement B

Entry from the OMol25 dataset: a molecular structure, C6H14N2 (wB97M-V/def2-TZVPD).

As for the HOMO energy: -7.38 eV. The LUMO energy comes out at 1.1 eV. The molar mass is 114.19 g/mol. The calculation puts the gap between HOMO and LUMO at 0.313 Ha. As for the total charge: 0.

Last column: natural (NBO) charge in e.
Atoms and positions in Å:
C -0.045 -0.394 -0.926  0.02
C -0.062 -0.433 0.533  -0.20
C -1.694 0.491 0.899  -0.24
C -0.159 -1.805 1.172  -0.62
N -0.392 0.722 -1.672  -0.86
N -1.392 1.906 0.732  -0.88
C 1.849 -0.670 -0.870  -0.23
C 2.668 0.373 -0.774  -0.46
H -0.384 -1.322 -1.389  0.20
H 0.582 0.250 1.079  0.22
H -0.523 0.556 -2.661  0.39
H -0.168 1.615 -1.223  0.41
H -1.936 2.333 -0.017  0.36
H -1.574 2.436 1.579  0.36
H -2.501 0.172 0.237  0.18
H -1.961 0.243 1.931  0.17
H 2.249 -1.659 -1.097  0.18
H -0.829 -1.788 2.035  0.21
H 0.828 -2.145 1.497  0.22
H -0.556 -2.556 0.484  0.20
H 2.270 1.363 -0.549  0.18
H 3.732 0.313 -1.001  0.20

If we sort the structures by their calculated energies, the order from most to least stable is arrangement A, arrangement B.

Arrangement A

Entry from the OMol25 dataset: 2 unconnected molecules or ions with the total composition C6H14N2 (wB97M-V/def2-TZVPD).

As for the HOMO energy: -7.42 eV. The LUMO energy comes out at -0.1 eV. The molar mass is 114.19 g/mol. The calculation puts the gap between HOMO and LUMO at 0.268 Ha. As for the structure (SMILES): [H]/N=C/C(=C)C.CCN. As for the total charge: 0.

Last column: natural (NBO) charge in e.
Atoms and positions in Å:
H 0.025 -2.574 -1.133  0.37
N -0.451 -1.689 -0.990  -0.66
C -0.673 -1.380 0.249  0.18
C -1.429 -0.190 0.618  -0.10
C -2.047 0.546 -0.315  -0.30
C -1.418 0.184 2.074  -0.64
H -0.290 -1.993 1.065  0.18
H -2.029 0.267 -1.357  0.22
H -2.582 1.448 -0.055  0.20
H -0.405 0.377 2.427  0.23
H -2.023 1.071 2.248  0.22
H -1.834 -0.629 2.676  0.22
C 1.760 0.502 0.469  -0.72
C 1.884 0.451 -1.395  -0.14
N 0.739 0.354 -2.148  -0.89
H 1.523 -0.364 1.081  0.18
H 2.814 0.693 0.665  0.20
H 1.180 1.396 0.689  0.19
H 2.525 -0.420 -1.514  0.16
H 2.431 1.387 -1.509  0.17
H 0.094 -0.657 -1.743  0.39
H 0.206 1.220 -2.101  0.34

Arrangement B

Entry from the OMol25 dataset: a molecular structure, C6H14N2 (wB97M-V/def2-TZVPD).

As for the HOMO energy: -7.20 eV. The LUMO energy comes out at 1.0 eV. The molar mass is 114.19 g/mol. The calculation puts the gap between HOMO and LUMO at 0.303 Ha. As for the total charge: 0.

Last column: natural (NBO) charge in e.
Atoms and positions in Å:
C 0.172 -0.267 -0.048  -0.05
C 1.911 0.505 -0.112  -0.21
C 0.644 1.190 0.050  -0.44
C 2.897 0.389 1.002  -0.64
N -0.025 -1.104 1.072  -0.85
H 0.233 -0.824 -0.977  0.22
H 2.301 0.371 -1.117  0.20
H 0.043 -0.635 1.965  0.37
H 0.496 -1.971 1.066  0.37
H 0.453 1.617 1.033  0.21
H 0.152 1.735 -0.780  0.26
H 3.854 0.852 0.758  0.23
H 3.075 -0.667 1.247  0.20
H 2.534 0.840 1.928  0.20
C -2.565 -1.048 -0.776  -0.69
C -1.997 0.330 -0.525  0.14
N -1.915 1.272 -1.426  -0.68
H -1.910 0.884 -2.372  0.31
H -2.244 0.711 0.473  0.17
H -3.641 -1.052 -0.583  0.23
H -2.367 -1.372 -1.796  0.20
H -2.100 -1.757 -0.082  0.24

If we sort the structures by their calculated energies, the order from most to least stable is arrangement A, arrangement B.

Arrangement A

Entry from the OMol25 dataset: a single C6H14N2 molecule (wB97M-V/def2-TZVPD).

As for the HOMO energy: -7.95 eV. The LUMO energy comes out at 1.0 eV. The molar mass is 114.19 g/mol. The calculation puts the gap between HOMO and LUMO at 0.328 Ha. As for the structure (SMILES): CCCN1CC(N)C1. As for the total charge: 0.

Last column: natural (NBO) charge in e.
Atoms and positions in Å:
C -0.332 -1.471 1.978  -0.63
C 1.098 -1.181 1.429  -0.43
C 1.449 0.268 1.005  -0.20
N 0.654 0.709 -0.048  -0.50
C 0.294 -0.290 -1.069  -0.24
C -1.005 0.486 -1.614  -0.05
N -0.875 1.398 -2.754  -0.85
C -0.685 1.354 -0.191  -0.21
H -0.511 -2.655 2.035  0.23
H -1.129 -1.087 1.176  0.19
H -0.431 -0.767 2.773  0.22
H 1.928 -1.626 2.157  0.21
H 1.204 -1.877 0.555  0.19
H 1.183 1.047 1.944  0.18
H 2.636 0.430 0.936  0.20
H 0.179 -1.328 -0.644  0.20
H 0.957 -0.147 -2.003  0.20
H -1.979 0.094 -1.631  0.18
H -1.075 1.001 -3.694  0.36
H -1.756 2.027 -2.795  0.35
H -1.381 1.172 0.738  0.17
H -0.423 2.442 -0.285  0.21

Arrangement B

Entry from the OMol25 dataset: 2 unconnected molecules or ions with the total composition C6H14N2 (wB97M-V/def2-TZVPD).

As for the HOMO energy (alpha / beta): -7.47 / -7.40 eV. The LUMO energy (alpha / beta) comes out at 0.1 / -0.1 eV. The molar mass is 114.19 g/mol. The calculation puts the gap between HOMO and LUMO (alpha / beta) at 0.278 / 0.268 Ha. As for the total charge: 0.

Last column: natural (NBO) charge in e.
Atoms and positions in Å:
C -1.135 0.788 0.060  0.12
C 1.326 -1.608 -0.854  -0.35
C -0.978 2.051 0.887  -0.62
C -0.208 0.604 -1.023  -0.56
C 2.609 -1.234 -0.170  -0.65
N -2.512 0.531 -0.256  -0.82
C -0.711 -0.517 1.333  -0.04
N 0.009 -1.465 1.205  -0.38
H -3.091 0.454 0.573  0.36
H -2.630 -0.312 -0.805  0.37
H -1.337 -0.212 2.175  0.19
H 0.925 -2.578 -0.604  0.22
H 1.346 -1.449 -1.935  0.18
H -1.580 2.004 1.801  0.20
H 0.062 2.199 1.177  0.22
H -1.314 2.915 0.310  0.22
H 0.402 -0.475 -0.795  0.23
H 0.610 1.318 -1.072  0.22
H -0.641 0.402 -2.000  0.22
H 3.447 -1.799 -0.598  0.22
H 2.562 -1.446 0.897  0.23
H 2.842 -0.173 -0.303  0.20

If we sort the structures by their calculated energies, the order from most to least stable is arrangement A, arrangement B.

Arrangement A

Entry from the OMol25 dataset: a single C6H14N2 molecule (wB97M-V/def2-TZVPD).

As for the HOMO energy: -8.42 eV. The LUMO energy comes out at 0.9 eV. The molar mass is 114.19 g/mol. The calculation puts the gap between HOMO and LUMO at 0.344 Ha. As for the structure (SMILES): CC[C@H](C)/N=C/NC. As for the total charge: 0.

Last column: natural (NBO) charge in e.
Atoms and positions in Å:
C -1.839 1.849 -0.314  -0.63
C -1.649 0.488 0.410  -0.41
C -1.280 -0.623 -0.546  -0.09
C -1.437 -1.900 0.191  -0.58
N 0.027 -0.586 -1.038  -0.51
C 1.078 -0.064 -0.385  0.29
N 2.419 -0.168 -0.690  -0.61
C 3.363 0.277 0.382  -0.41
H -1.740 1.634 -1.399  0.21
H -0.933 2.406 -0.090  0.20
H -2.756 2.451 -0.266  0.22
H -0.981 0.515 1.271  0.19
H -2.627 0.176 0.867  0.21
H -2.012 -0.647 -1.398  0.19
H -0.800 -1.884 1.001  0.19
H -1.277 -2.903 -0.314  0.22
H -2.474 -2.069 0.917  0.18
H 1.140 0.544 0.547  0.14
H 3.018 -0.725 -1.305  0.41
H 2.778 0.834 1.104  0.19
H 4.204 0.890 0.030  0.20
H 3.778 -0.494 1.027  0.19

Arrangement B

Entry from the OMol25 dataset: a single C6H14N2 molecule (wB97M-V/def2-TZVPD).

As for the HOMO energy: -8.28 eV. The LUMO energy comes out at 1.0 eV. The molar mass is 114.19 g/mol. The calculation puts the gap between HOMO and LUMO at 0.342 Ha. As for the structure (SMILES): C=C([C@@H](C)N)[C@@H](C)N. As for the total charge: 0.

Last column: natural (NBO) charge in e.
Atoms and positions in Å:
C 1.566 1.534 -0.148  -0.43
C 0.750 0.540 0.171  0.03
C 0.780 -0.880 0.316  -0.08
C 0.067 -1.738 -0.709  -0.63
N 2.556 -1.179 0.177  -0.88
C -1.014 1.005 0.516  -0.03
C -1.729 1.194 -0.805  -0.64
N -1.747 0.214 1.444  -0.89
H 2.622 1.353 -0.314  0.23
H 1.218 2.562 -0.188  0.20
H 0.583 -1.204 1.339  0.22
H -1.009 -1.786 -0.511  0.22
H 0.437 -2.767 -0.668  0.22
H 0.217 -1.358 -1.722  0.21
H 2.685 -2.025 0.735  0.34
H 2.686 -1.474 -0.791  0.34
H -0.814 1.973 0.982  0.16
H -1.116 1.768 -1.505  0.23
H -1.981 0.239 -1.274  0.20
H -2.665 1.750 -0.664  0.20
H -1.363 0.231 2.382  0.39
H -2.726 0.049 1.239  0.39

Arrangement C

Entry from the OMol25 dataset: a single C6H14N2 molecule (wB97M-V/def2-TZVPD).

As for the HOMO energy: -7.30 eV. The LUMO energy comes out at 0.8 eV. The molar mass is 114.19 g/mol. The calculation puts the gap between HOMO and LUMO at 0.296 Ha. As for the total charge: 0.

Last column: natural (NBO) charge in e.
Atoms and positions in Å:
C -0.238 1.840 0.948  -0.18
C -0.954 0.881 -1.304  -0.42
C -0.058 1.507 2.367  -0.77
N -0.649 0.497 0.073  -0.53
H -1.501 0.175 0.520  0.38
H 0.675 2.157 0.443  0.19
H -1.056 2.533 0.726  0.18
H -1.308 0.024 -1.876  0.21
H -0.055 1.282 -1.772  0.20
H -1.731 1.653 -1.334  0.19
H 0.201 0.236 2.314  0.32
H 0.804 1.986 2.819  0.22
H -0.964 1.627 2.959  0.20
C 1.175 -1.353 -0.769  -0.49
C 0.422 -2.504 -1.447  -0.59
C 0.481 -0.893 0.465  0.36
N 0.588 -1.059 1.655  -0.56
H 2.169 -1.687 -0.469  0.24
H 1.303 -0.518 -1.463  0.21
H 0.914 -2.791 -2.377  0.21
H -0.605 -2.226 -1.692  0.20
H 0.387 -3.369 -0.787  0.22

Arrangement D

Entry from the OMol25 dataset: a molecular structure, C6H14N2 (wB97M-V/def2-TZVPD).

As for the HOMO energy: -7.37 eV. The LUMO energy comes out at 1.0 eV. The molar mass is 114.19 g/mol. The calculation puts the gap between HOMO and LUMO at 0.307 Ha. As for the total charge: 0.

Last column: natural (NBO) charge in e.
Atoms and positions in Å:
C 0.046 -1.728 1.072  -0.60
C 0.941 0.576 1.588  -0.61
C -0.865 0.307 -0.167  0.26
C 0.299 -0.320 0.531  -0.30
N -1.856 -0.515 -0.797  -0.85
N -1.506 1.399 0.456  -0.83
H -0.887 2.095 0.844  0.38
H -2.484 -0.926 -0.114  0.36
H -1.432 -1.248 -1.351  0.37
H -2.210 1.819 -0.137  0.38
H 0.970 -2.140 1.480  0.21
H 0.265 0.747 2.430  0.21
H -0.700 -1.714 1.871  0.20
H -0.299 -2.412 0.296  0.21
H 1.851 0.111 1.969  0.21
H 1.229 1.542 1.170  0.21
C 0.804 0.815 -2.281  -0.36
C 1.796 0.113 -1.993  -0.32
H 1.093 -0.427 -0.304  0.25
H 2.803 -0.179 -2.199  0.23
H 0.321 1.360 -3.073  0.24
H -0.177 0.724 -1.291  0.15

If we sort the structures by their calculated energies, the order from most to least stable is arrangement A, arrangement B, arrangement C, arrangement D.

Arrangement A

Entry from the OMol25 dataset: a gas-phase ion, C8H11N2S2 (charge +1) (wB97M-V/def2-TZVPD).

As for the HOMO energy (alpha / beta): -10.99 / -10.80 eV. The LUMO energy (alpha / beta) comes out at -4.2 / -4.2 eV. The molar mass is 199.32 g/mol. The calculation puts the gap between HOMO and LUMO (alpha / beta) at 0.250 / 0.243 Ha. As for the structure (SMILES): CSC1=C2C=CS[C@H]2N(C)C=[NH+]1. As for the total charge: +1.

Last column: natural (NBO) charge in e.
Atoms and positions in Å:
C -1.167 -0.621 -3.379  -0.77
S -1.521 -1.686 -2.013  0.38
C -0.515 -1.076 -0.766  -0.03
C -0.137 0.498 -0.406  -0.07
C -0.331 1.657 -1.147  -0.25
C 0.198 2.783 -0.596  -0.34
S 0.640 2.512 1.053  0.36
C 0.737 0.719 0.732  -0.23
N 0.384 -0.223 1.837  -0.32
C 0.837 0.117 3.215  -0.40
C -0.086 -1.381 1.572  0.37
N -0.531 -1.834 0.415  -0.55
H -1.551 0.379 -3.074  0.23
H -1.680 -1.099 -4.316  0.28
H -0.139 -0.585 -3.742  0.25
H -0.950 1.605 -2.012  0.23
H -0.233 3.739 -0.995  0.27
H 1.850 0.407 0.597  0.22
H 0.454 1.075 3.633  0.25
H 0.431 -0.541 3.841  0.21
H 1.935 -0.003 3.158  0.23
H -0.292 -2.063 2.505  0.24
H -1.039 -2.714 0.300  0.45

Arrangement B

Entry from the OMol25 dataset: a gas-phase ion, C8H11N2S2 (charge +1) (wB97M-V/def2-TZVPD).

As for the HOMO energy: -11.71 eV. The LUMO energy comes out at -5.4 eV. The molar mass is 199.32 g/mol. The calculation puts the gap between HOMO and LUMO at 0.231 Ha. As for the total charge: +1.

Last column: natural (NBO) charge in e.
Atoms and positions in Å:
C 1.858 -1.036 0.595  0.32
C 4.031 -0.634 0.775  -0.08
C -1.276 -0.051 -0.428  -0.06
C -1.151 1.015 0.349  -0.15
C -0.196 -0.297 -1.490  -0.45
C 1.067 0.520 -1.134  -0.05
C -2.419 -0.968 -0.339  -0.62
C -2.240 1.588 1.211  -0.65
N 3.005 -1.335 1.181  -0.40
N 2.084 -0.146 -0.406  -0.48
S 3.652 0.386 -0.557  0.78
S 0.320 1.940 0.290  0.22
H 0.900 -1.390 0.817  0.26
H 4.943 -0.866 1.231  0.27
H 0.222 -1.341 -1.454  0.22
H -0.557 0.088 -2.424  0.26
H 1.482 1.133 -1.913  0.24
H -2.753 -0.822 0.797  0.22
H -2.005 -2.062 -0.437  0.22
H -3.240 -0.823 -0.949  0.24
H -2.880 2.248 0.747  0.24
H -1.948 2.152 2.111  0.24
H -2.899 0.703 1.426  0.23

If we sort the structures by their calculated energies, the order from most to least stable is arrangement B, arrangement A.